The following is a DFT calculation (ωB97M-V/def2-TZVPD) of a 10-piece molecular cluster, C7H27NO9 overall in a non-equilibrium geometry.

Atoms and positions in Å:
1 C 0.795 -1.372 -3.569
2 C 0.683 -0.654 -2.460
3 C -0.504 -0.352 -1.733
4 C -1.892 -0.315 -2.111
5 C -2.614 0.234 -1.103
6 N -1.792 0.394 0.032
7 C -0.532 -0.197 -0.292
8 C 0.332 -0.470 0.880
9 H 0.074 -1.756 -4.312
10 H 1.602 -1.994 -3.802
11 H 1.701 -0.465 -1.917
12 H -2.149 -0.763 -3.039
13 H -3.738 0.431 -1.253
14 H -1.941 0.894 0.841
15 H -0.198 -0.291 1.828
16 H 1.240 0.078 0.818
17 H 0.648 -1.480 1.069
18 O 3.033 1.406 -2.200
19 H 2.186 0.829 -2.042
20 H 2.828 2.360 -2.313
21 O -3.602 -0.617 2.236
22 H -3.120 -0.555 3.051
23 H -3.030 -1.034 1.578
24 O 0.797 1.885 1.447
25 H 1.471 2.449 1.793
26 H 0.112 2.409 1.298
27 O -0.335 -1.048 4.062
28 H 0.013 -1.788 4.453
29 H -0.253 -1.155 3.152
30 O -0.092 2.651 -2.056
31 H -0.616 2.595 -1.250
32 H -0.494 1.865 -2.482
33 O 4.564 0.680 0.778
34 H 3.681 0.275 1.022
35 H 4.268 0.988 -0.109
36 O 2.651 -1.736 0.206
37 H 2.450 -2.729 0.466
38 H 3.594 -1.707 0.194
39 O -1.908 3.030 2.495
40 H -2.468 3.281 1.744
41 H -2.038 2.303 2.990
42 O -1.177 -4.031 0.246
43 H -0.619 -3.415 -0.218
44 H -1.724 -3.384 0.827

Computed properties:
orbital gap = 8.0 eV
HOMO energy = -0.297 Eh
molar mass = 269.3 g mol⁻¹
lowest unoccupied orbital energy = -0.003 Ha
structure (SMILES) = C=Cc1cc[nH]c1C.O.O.O.O.O.O.O.O.O
2S+1 = 1
E_tot = -1014.65626 hartree
relative energy (zero: lowest compared OMol25 entry of this formula, charge and spin) = 458.8 kJ/mol